Density functional theory data (the ωB97M-V functional and the def2-TZVPD basis) for C23H26N11O2RuSTe as an isolated structure.

XYZ file:
```
65
C23H26N11O2RuSTe (the ωB97M-V functional and the def2-TZVPD basis)
Te 0.37312 1.64127 -3.36621
Ru -0.17547 0.20153 0.39818
S 1.10176 -1.74610 -2.06306
O -0.23609 -1.52260 -2.56447
O 2.15114 -0.93614 -2.62635
N 0.73475 -0.08754 2.19676
N 1.00503 -1.58679 -0.42606
N 2.21375 -2.23582 1.52918
N -1.55026 1.07845 -1.05881
N -1.13588 -1.39141 2.20423
N -2.58613 3.43693 1.43900
N -1.07141 1.79321 1.43596
N -1.99361 3.30533 2.64124
N 2.72298 -3.16567 -0.53999
N 1.98127 -7.20265 -4.00066
N -3.35404 2.52054 -2.73799
C 2.50849 -3.67213 -3.42006
C 0.58426 -4.46470 -2.09420
C 1.81168 -5.98298 -3.52084
C -1.65418 0.82124 -2.44372
C 3.69766 -3.89722 -0.01938
C 2.01917 -2.32639 0.22364
C 1.09821 -0.21051 4.91199
C -1.99932 2.50985 0.73854
C 1.97917 0.52150 4.11859
C 3.18997 -2.97017 2.06001
C 1.48536 -3.43694 -2.45883
C 0.74973 -5.71295 -2.59895
C -2.21505 2.16095 -0.65742
C -1.09382 2.32639 2.64785
C -2.69894 1.48871 -3.19114
C 2.67736 -4.91635 -3.92798
C -0.32194 3.58189 -3.85326
C 1.76646 0.55543 2.75866
C -3.06836 2.90592 -1.48118
C 0.11290 0.83804 -5.30649
C 3.99632 -3.82269 1.32432
C -0.09699 -0.81457 2.94957
C 0.04917 -0.89662 4.32415
H 3.45560 -5.10936 -4.65758
H 1.36775 -7.96247 -3.74238
H 4.23082 -4.55070 -0.70411
H -0.20814 -0.19490 -5.19484
H 0.38110 3.98274 -4.58296
H -2.93637 1.13097 -4.18960
H -0.61613 1.44099 -5.83679
H -2.26201 3.91638 3.40135
H -0.30112 4.20534 -2.96293
H -0.23951 -4.25574 -1.42329
H 3.14194 -2.85033 -3.72351
H -0.81022 -2.07417 1.52609
H -3.57006 3.78466 -1.09481
H -1.88420 -1.77811 2.76402
H 1.24026 -0.25453 5.98454
H -0.62968 -1.49874 4.91474
H 1.08106 0.87402 -5.80042
H 0.06719 -6.51065 -2.32966
H 2.81438 1.05500 4.55028
H 2.41983 1.09694 2.08866
H -0.49695 2.04447 3.50172
H -1.32075 3.53776 -4.27984
H 4.79208 -4.39908 1.77092
H -1.49917 -0.21937 -2.69000
H 2.71355 -7.41027 -4.66483
H 3.32495 -2.87105 3.13180
```

Computed properties:
Expectation value of S²: 6.080
Highest occupied orbital energy (spin up / spin down): -15.97 / -16.40 eV
Frontier orbital gap (spin up / spin down): 7.621 / 6.284 eV
Total charge: +3
Spin multiplicity: 5